(1)
{
  "formula": "C10H25FeN3O2S2",
  "method": "ωB97M-V/def2-TZVPD",
  "homo_energy_ha": [-0.5387, -0.5383],
  "gap_ha": [0.2966, 0.2550],
  "spin_multiplicity": 5,
  "lumo_energy_ev": [-6.5864, -7.7096],
  "s2": 6.01,
  "total_charge": 2,
  "symbols": ["H", "N", "C", "H", "H", "H", "H", "H", "H", "H", "C", "H", "C", "S", "H", "C", "C", "H", "H", "H", "N", "O", "H", "H", "H", "S", "H", "C", "C", "H", "C", "H", "H", "H", "H", "C", "Fe", "C", "O", "H", "H", "H", "N"],
  "xyz": [[-1.30766, -0.01868, -2.49902], [2.58693, 0.05448, -0.08272], [1.43404, 3.30812, -0.35787], [-1.56590, 0.89715, 2.55932], [2.25962, -3.17021, -1.09341], [-2.72871, 0.91516, 0.41169], [2.98738, 0.95849, -0.36215], [1.80643, -3.17203, 0.64287], [3.72837, 0.21382, 1.70587], [1.08543, 4.34332, -0.43463], [1.44690, -3.33860, -0.37674], [-0.04787, 1.34135, -4.31412], [-0.38659, 2.43009, -2.41497], [0.01691, -2.18416, -0.64374], [3.98060, -1.29996, 2.82826], [1.77976, -0.20612, 2.23103], [0.21118, -1.29339, -3.24673], [1.30328, -1.25960, -3.10530], [1.28490, 1.26126, -3.10534], [-0.01434, -1.33947, -4.32805], [2.84263, -0.13848, 1.33725], [2.20289, -0.27384, 3.51025], [0.07143, -3.40532, -2.74093], [1.08102, -4.36865, -0.44985], [3.55426, -1.39000, 4.56238], [-0.00543, 2.16621, -0.61810], [-1.44007, -2.53119, -2.55411], [-1.88200, -0.01170, 2.07060], [0.19159, 1.28596, -3.23618], [2.24048, 3.12888, -1.07947], [-2.66345, -0.02273, 0.96599], [-2.68841, -0.96582, 0.41896], [1.79357, 3.13790, 0.66236], [4.25310, 0.14355, 3.87386], [3.00725, -0.74412, -0.59144], [3.59598, -0.72693, 3.69283], [0.83705, -0.00745, -0.98352], [-0.35689, -2.45170, -2.43839], [0.56219, -0.13649, 1.91518], [-1.61721, -0.93026, 2.57700], [-1.47200, 2.49695, -2.52178], [0.02777, 3.39101, -2.71513], [-0.30679, -0.00953, -2.65739]]
}

(2)
{
  "formula": "C10H25I2O2P2W",
  "method": "ωB97M-V/def2-TZVPD",
  "homo_energy_ha": [-0.6408, -0.6407],
  "gap_ha": [0.1017, 0.1273],
  "spin_multiplicity": 3,
  "lumo_energy_ev": [-14.6711, -13.9716],
  "s2": 2.15,
  "total_charge": 3,
  "symbols": ["I", "P", "H", "H", "H", "H", "H", "H", "P", "H", "H", "H", "H", "H", "C", "I", "H", "H", "O", "C", "O", "H", "C", "H", "W", "H", "H", "C", "C", "H", "H", "C", "H", "C", "H", "H", "C", "C", "H", "H", "H", "C"],
  "xyz": [[0.43587, -4.57044, -3.45847], [-2.68242, -1.84823, -0.30206], [3.92577, 0.41964, -0.58219], [-3.58306, -2.95190, -2.20089], [-2.07286, -1.41196, 2.07801], [-0.39947, 2.37628, 2.90973], [2.47102, 2.29160, -2.20441], [-3.36401, 0.44265, 0.30198], [1.79508, -0.00319, -1.75058], [1.12381, 2.23393, -0.99895], [-4.41073, -3.38686, -0.59911], [1.63302, 2.03503, 4.38351], [3.71717, 0.06989, -3.29016], [-1.93423, -3.13405, 1.57013], [0.64600, 2.32367, 2.54443], [-0.81328, -2.98189, -5.07739], [2.16355, -0.44009, -4.10534], [3.12526, -1.11719, -0.06434], [-1.01954, 0.11528, 2.03388], [2.80258, -0.55613, -3.21542], [0.55896, 1.60921, 1.24002], [3.04465, -1.62291, -3.07631], [2.95929, -0.05307, -0.30802], [-3.54849, -2.35071, 1.79969], [-0.32107, -1.00583, -0.50930], [2.52965, 1.41376, 3.00159], [2.54053, 0.47244, 0.58007], [-3.72033, -0.36429, -0.35970], [-0.23898, 0.46314, 1.08856], [-4.72719, -0.69446, -0.06569], [0.41823, 4.28233, 1.46363], [-2.51842, -2.21334, 1.46572], [1.25655, 4.31479, 3.08986], [1.50069, 1.48714, 3.44042], [2.24217, 3.70412, 1.67581], [-3.75011, -0.01886, -1.40206], [1.18153, 3.76052, 2.12478], [1.51936, 1.79743, -1.93355], [0.77271, 1.90129, -2.73614], [-2.78477, -4.10404, -1.06471], [0.97939, 0.54931, 3.65562], [-3.45388, -3.23399, -1.14265]]
}

(3)
{
  "formula": "C10H26BrMnN2O3",
  "method": "ωB97M-V/def2-TZVPD",
  "homo_energy_ha": [-0.4155, -0.4303],
  "gap_ha": [0.3188, 0.3330],
  "spin_multiplicity": 6,
  "lumo_energy_ev": [-2.6323, -2.6481],
  "s2": 8.75,
  "e_above_lowest_kj_mol": 0.0,
  "total_charge": 1,
  "symbols": ["H", "H", "Br", "H", "C", "C", "C", "H", "O", "H", "C", "H", "C", "H", "H", "Mn", "H", "H", "C", "H", "H", "H", "H", "C", "H", "H", "H", "C", "H", "C", "H", "O", "H", "H", "H", "N", "O", "H", "C", "H", "N", "H", "H"],
  "xyz": [[-3.88907, -2.20226, 0.36375], [-1.45130, -2.71701, 1.89131], [0.54196, -2.87437, -0.80896], [2.19007, -1.35724, 2.83018], [0.88314, 2.15709, 1.25655], [2.64082, -1.08662, 1.87765], [-2.30803, -0.19274, 1.34639], [-1.97226, -0.37141, -1.93853], [-0.98445, -0.72495, 1.46568], [-2.98596, -0.71312, 2.02219], [0.64570, -0.38340, -3.57625], [0.74521, 2.19382, -2.85013], [-3.19952, -1.81458, -0.39043], [-0.01838, 2.47577, -0.55718], [-2.25575, 0.86429, 1.62129], [0.39262, -0.37984, -0.34726], [0.29879, -1.40439, -3.43613], [2.14486, 3.04576, -1.00190], [-2.82100, -0.38015, -0.07051], [2.37097, 1.58474, -3.05595], [2.67632, 1.42042, -0.62749], [1.52687, -0.43839, -4.21817], [-0.14336, 0.18621, -4.07666], [1.83532, 1.99664, -1.01900], [-2.32973, -2.47130, -0.43169], [1.43056, 3.10439, 1.31591], [-3.75330, -1.87587, -1.32883], [1.79413, 1.11145, 1.93463], [-3.69621, 0.25901, -0.21739], [-0.92041, -1.86819, 2.32237], [-2.02125, 1.05323, -1.24848], [1.83075, -0.11544, 1.20458], [3.64102, -0.67104, 2.01719], [1.51126, 0.95437, 2.97603], [-1.29467, -1.61784, 3.31670], [-1.76055, 0.08802, -1.05282], [0.96932, 0.19178, -2.31349], [2.81348, 1.51320, 1.93061], [1.48817, 1.50636, -2.41614], [2.71780, -1.94628, 1.21680], [0.64238, 1.82144, -0.14853], [-0.04838, 2.23960, 1.80976], [0.12208, -2.16115, 2.41232]]
}

The energy results, record by record, are as follows: -2770.20786, -1890.40385, -4456.71622 Eh.